This record from the OMol25 dataset describes a molecular structure, C33H34N7O4PtS2Si in a non-equilibrium geometry. The level of theory is ωB97M-V/def2-TZVPD.

Last column: Mulliken charge in e.
Element x y z (Å)
Pt: 1.27087 1.49911 0.32887  1.519
C: 1.62237 3.14584 4.36853  -1.547
C: 1.43489 2.93404 2.90643  0.228
N: 1.85147 1.78731 2.28471  0.326
N: 2.80320 0.99949 2.82987  -1.336
C: 3.81879 0.81767 1.98078  0.586
N: 4.99066 0.25489 2.35466  -0.398
S: 3.70721 1.65745 0.39908  -0.548
C: 1.24228 3.99939 1.89563  0.707
C: 1.35888 5.36862 2.06309  -1.001
C: 1.55561 6.19884 0.99791  -0.206
C: 1.64170 5.60318 -0.30970  -0.864
C: 1.51897 4.23930 -0.43676  0.022
N: 1.25623 3.45833 0.60554  0.164
H: 2.04926 2.18354 4.75468  0.390
H: 0.72139 3.34805 4.95430  0.302
H: 2.39404 3.91230 4.53065  0.366
H: 4.99842 -0.19357 3.26661  0.262
H: 5.64249 -0.05937 1.66367  0.249
H: 1.46232 5.78194 3.06750  0.371
H: 1.56223 7.28525 1.08727  0.381
H: 1.76592 6.24568 -1.17176  0.388
H: 1.62288 3.80183 -1.41355  0.440
O: -8.62673 0.84333 2.25960  -0.673
S: -7.70443 1.95471 2.44689  1.060
O: -6.91499 1.89873 3.65341  -0.632
O: -8.07015 3.32620 1.99524  -0.681
C: -6.87443 1.87688 0.80428  0.204
N: -7.63093 2.24660 -0.25264  -0.494
C: -6.95079 2.17399 -1.39403  -0.435
C: -5.63313 1.73195 -1.54554  -0.460
C: -4.98196 1.40437 -0.36358  0.055
N: -5.69117 1.39308 0.77456  -0.351
C: -3.51818 1.21057 -0.13582  1.272
C: -2.63901 1.38635 -1.19684  -0.906
C: -1.27374 1.45840 -0.96236  -0.335
N: -0.78153 1.35335 0.25500  -0.149
C: -1.56984 1.09062 1.28173  -0.428
C: -2.94217 1.06420 1.14212  -0.683
H: -7.54822 2.52550 -2.21048  0.439
H: -5.07572 1.66927 -2.49862  0.358
H: -3.04218 1.54150 -2.16710  0.290
H: -0.56669 1.61715 -1.73850  0.498
H: -1.10129 1.05917 2.28296  0.480
H: -3.57233 0.96360 2.00829  0.660
C: 2.07721 -4.84979 -0.34994  -1.740
C: 2.34312 -3.47331 0.31813  2.124
C: 1.95082 -3.51945 1.80747  -1.756
C: 3.83787 -3.20499 0.23050  -1.543
Si: 1.42744 -1.97165 -0.50040  -1.630
O: 1.44421 -0.62312 0.26296  -0.018
C: -0.31693 -2.57643 -0.91390  0.447
C: -1.13817 -3.29152 -0.03415  -0.207
C: -2.39068 -3.76505 -0.38387  -0.732
C: -2.83590 -3.56634 -1.69244  -0.561
C: -2.03085 -2.89131 -2.61219  -0.933
C: -0.83233 -2.33711 -2.18513  0.016
C: 2.30484 -2.09346 -2.16625  0.633
C: 3.29986 -1.21323 -2.46376  0.369
C: 3.91929 -1.16583 -3.72870  -0.699
C: 3.41322 -1.99960 -4.73512  -0.578
C: 2.36716 -2.89006 -4.43892  -0.937
C: 1.91159 -3.00167 -3.15124  -0.016
H: 2.48487 -5.65801 0.28684  0.512
H: 2.54821 -4.95581 -1.33766  0.284
H: 0.99695 -5.01355 -0.41772  0.317
H: 2.73160 -4.09418 2.33561  0.522
H: 0.99725 -3.97975 1.98803  0.324
H: 1.93114 -2.48389 2.19627  0.204
H: 4.35699 -3.99028 0.87488  0.494
H: 4.18461 -2.22417 0.60942  0.089
H: 4.27128 -3.26988 -0.78527  0.306
H: -0.81518 -3.35864 0.98414  0.326
H: -3.03643 -4.13932 0.39940  0.409
H: -3.78888 -3.96960 -2.04743  0.374
H: -2.34139 -2.61847 -3.60839  0.426
H: -0.28391 -1.65840 -2.83841  0.592
H: 3.59098 -0.45030 -1.70917  -0.044
H: 4.76158 -0.50232 -3.80880  0.451
H: 3.88292 -1.94812 -5.71174  0.363
H: 1.85460 -3.42877 -5.22274  0.411
H: 1.33860 -3.88125 -2.89688  0.511

Properties
LUMO (spin up / spin down) ... 1.388 / 0.970 eV
Multiplicity ... 3
HOMO (spin up / spin down) ... -0.158 / -0.207 Ha
Charge ... -1